1.
Below is 12 unconnected molecules or ions with the total composition C56H124N4O8 at a distorted geometry, with properties calculated with ωB97M-V/def2-TZVPD.

Computed properties:
- net charge = 0
- structure (SMILES) = CCN(CC)CC.CCN(CC)CC.CCN(CC)CC.CCN(CC)CC.C1CCOC1.C1CCOC1.C1CCOC1.C1CCOC1.C1CCOC1.C1CCOC1.C1CCOC1.C1CCOC1
- F_max (eV Å⁻¹) = 3.90
- energy relative to the best compared isomer or geometry (same formula, charge and spin) (kJ/mol) = 306.2
- energy (a.u.) = -3028.64979
- E_HOMO (eV) = -8.10

CARTESIAN COORDINATES (ANGSTROEM)
C (-3.69868, 4.47521, -0.69546)
C (-4.13898, 3.06131, -0.45333)
C (-3.48032, 2.15209, -1.49841)
O (-2.61656, 3.09391, -2.17770)
C (-2.41763, 4.29366, -1.45011)
H (-3.63117, 5.04589, 0.23075)
H (-4.49415, 5.06114, -1.15592)
H (-5.20550, 2.84138, -0.50100)
H (-3.89173, 2.72456, 0.55343)
H (-4.18310, 1.85046, -2.27508)
H (-2.94699, 1.30899, -1.05926)
H (-2.26509, 5.10294, -2.16418)
H (-1.56318, 4.11988, -0.79603)
C (-4.95937, -0.81157, 1.96304)
C (-6.22749, -1.32685, 2.53195)
C (-7.31696, -0.70228, 1.59291)
O (-6.70770, -0.82318, 0.25238)
C (-5.32482, -0.53026, 0.48298)
H (-4.13328, -1.52126, 2.00783)
H (-4.61006, 0.08846, 2.46904)
H (-6.26984, -1.08280, 3.59343)
H (-6.39392, -2.38058, 2.30823)
H (-7.56699, 0.33431, 1.81887)
H (-8.27173, -1.21447, 1.47381)
H (-5.00217, 0.44326, 0.11386)
H (-4.73816, -1.26761, -0.06498)
C (-1.01341, 5.97798, 3.34622)
C (-0.93013, 7.23488, 4.07550)
C (-1.78521, 8.18961, 3.26891)
O (-1.72384, 7.63395, 1.94990)
C (-0.88424, 6.47062, 1.94759)
H (-1.97731, 5.48898, 3.48720)
H (-0.15042, 5.41677, 3.70454)
H (0.11105, 7.51073, 3.90825)
H (-1.13029, 7.25384, 5.14679)
H (-1.21395, 9.11741, 3.23831)
H (-2.82685, 8.19530, 3.58994)
H (0.12518, 6.83379, 1.75455)
H (-1.11530, 5.84532, 1.08521)
C (-0.49416, -2.30534, 8.16209)
C (-1.77354, -3.07268, 8.25761)
C (-2.65232, -2.40796, 7.22247)
O (-2.25092, -1.06522, 7.26193)
C (-0.84382, -0.97197, 7.47463)
H (0.28748, -2.90461, 7.69517)
H (-0.11557, -2.16864, 9.17504)
H (-2.17844, -2.92518, 9.25881)
H (-1.67273, -4.14898, 8.11788)
H (-3.70369, -2.35160, 7.50452)
H (-2.53617, -2.80773, 6.21510)
H (-0.69233, -0.13264, 8.15336)
H (-0.30191, -0.67988, 6.57512)
C (5.16244, -1.94304, -1.80388)
C (4.00110, -0.96910, -1.65253)
C (4.43778, -0.23408, -0.43153)
O (5.30082, -1.10566, 0.24466)
C (5.66433, -2.24966, -0.40839)
H (6.03041, -1.52495, -2.31370)
H (4.87229, -2.85556, -2.32466)
H (3.00366, -1.38678, -1.51554)
H (3.96977, -0.33447, -2.53818)
H (3.61296, 0.10200, 0.19682)
H (5.09557, 0.52473, -0.85534)
H (5.07188, -3.06178, 0.01299)
H (6.71219, -2.52452, -0.28774)
C (4.37418, 5.28233, 0.17927)
C (4.56444, 6.37743, -0.81883)
C (3.22493, 7.00686, -0.81578)
O (2.31140, 6.00745, -0.42124)
C (2.93444, 4.96902, 0.20005)
H (4.70858, 5.56553, 1.17731)
H (4.99937, 4.42852, -0.08196)
H (4.77530, 5.95004, -1.79913)
H (5.33689, 7.12489, -0.63797)
H (2.92582, 7.49954, -1.74093)
H (3.14408, 7.70130, 0.02046)
H (2.77193, 4.07791, -0.40625)
H (2.59956, 4.77582, 1.21918)
C (1.97724, 4.83517, -3.93671)
C (0.53632, 4.49172, -3.48610)
C (0.70980, 3.40184, -2.44408)
O (1.97647, 2.78288, -2.83397)
C (2.92630, 3.71826, -3.44228)
H (2.37051, 5.78145, -3.56525)
H (1.98228, 4.85300, -5.02655)
H (-0.09507, 4.02557, -4.24250)
H (0.02415, 5.41193, -3.20506)
H (-0.09796, 2.67429, -2.52338)
H (0.71951, 3.66898, -1.38736)
H (3.56405, 3.25222, -4.19340)
H (3.52667, 4.16750, -2.65120)
C (5.56093, 3.07081, 4.90657)
C (5.34397, 3.10991, 3.46631)
C (3.82430, 2.78366, 3.35684)
O (3.34097, 3.65053, 4.44435)
C (4.19031, 3.57062, 5.50876)
H (6.45652, 3.63300, 5.17109)
H (5.74567, 2.07778, 5.31628)
H (5.92032, 2.32296, 2.97986)
H (5.56793, 4.04951, 2.96125)
H (3.50660, 1.77409, 3.61749)
H (3.20702, 3.02546, 2.49163)
H (3.84340, 2.80316, 6.20068)
H (4.21989, 4.52265, 6.03876)
C (-0.05048, 2.85865, 1.54576)
C (0.37055, 1.52052, 0.89781)
N (-0.80613, 0.60678, 0.79624)
C (-0.44303, -0.63435, 0.16906)
C (-0.13658, -0.44107, -1.32583)
C (-1.42670, 0.34236, 2.15172)
C (-0.32469, 0.05636, 3.23533)
H (-0.49717, 2.78174, 2.53705)
H (-0.77331, 3.26497, 0.83828)
H (0.87211, 3.41556, 1.70942)
H (0.76016, 1.88680, -0.05199)
H (1.17175, 1.04114, 1.46027)
H (0.42965, -1.12370, 0.60158)
H (-1.31685, -1.28587, 0.16305)
H (0.17126, -1.46262, -1.54897)
H (-0.98545, -0.10209, -1.91963)
H (0.73005, 0.16822, -1.58241)
H (-2.07163, -0.52488, 2.01002)
H (-2.16771, 1.08131, 2.45660)
H (0.34162, 0.88617, 3.47103)
H (0.26125, -0.83491, 3.01080)
H (-0.69393, -0.07597, 4.25231)
C (1.73094, -2.45554, -4.42620)
C (1.76743, -3.72759, -3.63406)
N (1.92626, -5.01906, -4.34141)
C (0.68739, -5.37627, -5.12017)
C (0.80041, -6.56985, -6.10232)
C (2.34159, -6.05567, -3.35975)
C (3.74324, -5.72071, -2.70342)
H (2.42228, -2.40837, -5.26758)
H (1.94690, -1.54833, -3.86193)
H (0.69865, -2.31606, -4.74719)
H (2.64117, -3.41872, -3.06025)
H (0.90577, -3.72721, -2.96650)
H (-0.16005, -5.45954, -4.43972)
H (0.41218, -4.53067, -5.75051)
H (1.04179, -7.50055, -5.58886)
H (-0.11685, -6.88457, -6.59999)
H (1.64596, -6.57201, -6.79017)
H (2.59697, -6.97960, -3.87864)
H (1.47393, -6.17334, -2.71057)
H (3.95173, -6.67204, -2.21393)
H (3.80713, -4.90080, -1.98805)
H (4.51236, -5.53542, -3.45322)
C (-0.09640, -3.76830, 2.59492)
C (-0.59996, -5.25302, 2.20244)
N (0.37824, -6.01904, 1.42592)
C (0.60830, -5.62180, 0.04465)
C (-0.63500, -5.81631, -0.81612)
C (1.63890, -6.26585, 2.11454)
C (1.56077, -6.59919, 3.66937)
H (0.16605, -3.32354, 1.63502)
H (0.91286, -3.66247, 2.99278)
H (-0.81379, -3.16022, 3.14599)
H (-0.95905, -5.83903, 3.04846)
H (-1.49388, -5.23146, 1.57911)
H (0.94795, -4.58676, 0.08235)
H (1.43342, -6.25370, -0.28396)
H (-0.86595, -6.87424, -0.94086)
H (-1.50244, -5.24822, -0.48007)
H (-0.40257, -5.41743, -1.80353)
H (2.28375, -5.39253, 2.01664)
H (2.12725, -7.10443, 1.61815)
H (2.60153, -6.58556, 3.99300)
H (1.23416, -7.59981, 3.95255)
H (0.97137, -5.89132, 4.25214)
C (-5.47102, -2.94875, -6.41691)
C (-5.17239, -1.73523, -5.53196)
N (-3.83995, -1.17171, -5.60735)
C (-2.78400, -2.23240, -5.43872)
C (-2.58952, -2.64551, -3.98744)
C (-3.70800, -0.02545, -4.68149)
C (-2.37896, 0.77575, -4.73602)
H (-6.53201, -3.13627, -6.58196)
H (-5.15511, -3.87331, -5.93372)
H (-4.96698, -3.03316, -7.37968)
H (-5.79706, -0.99107, -6.02604)
H (-5.47589, -1.82079, -4.48856)
H (-1.83815, -1.87336, -5.84436)
H (-3.06811, -3.09550, -6.04074)
H (-3.36181, -3.20533, -3.45994)
H (-2.30666, -1.74230, -3.44678)
H (-1.70557, -3.26252, -3.82610)
H (-4.43523, 0.70743, -5.03092)
H (-3.91491, -0.26856, -3.63928)
H (-1.97916, 0.86691, -5.74594)
H (-2.59107, 1.81792, -4.49724)
H (-1.57168, 0.30823, -4.17226)



2.
Below is 11 unconnected molecules or ions with the total composition C56H130N10O11 at a distorted geometry, with properties calculated with ωB97M-V/def2-TZVPD.

Computed properties:
- net charge = +4
- F_max (eV Å⁻¹) = 4.28
- energy (a.u.) = -3584.76862
- E_HOMO (eV) = -10.20

CARTESIAN COORDINATES (ANGSTROEM)
C (-6.06351, 5.07326, -9.22373)
C (-6.80375, 4.32115, -10.29580)
C (-8.07388, 3.57837, -10.22486)
N (-9.10756, 3.67141, -11.41163)
C (-10.06449, 4.84397, -10.79314)
C (-9.77103, 2.37288, -11.50780)
C (-8.67998, 1.44375, -12.32942)
C (-8.10821, 2.50343, -13.29438)
C (-8.47450, 3.88548, -12.71313)
H (-6.55540, 5.28333, -8.23571)
H (-6.55531, 5.90623, -9.89947)
H (-4.85459, 5.15657, -9.08504)
H (-6.47681, 4.18388, -11.32730)
H (-8.20679, 13.00771, -4.45329)
H (-8.56747, 3.69235, -9.20914)
H (-7.57903, 2.57792, -10.30489)
H (-10.72898, 4.29733, -10.09111)
H (-10.57973, 5.39568, -11.54127)
H (-9.47280, 5.61483, -10.36871)
H (-10.77561, 2.36122, -11.98639)
H (-9.80910, 1.89760, -10.52534)
H (-9.09564, 0.43791, -12.68246)
H (-7.62315, 1.33172, -11.55616)
H (-8.55471, 2.25717, -14.23865)
H (-7.01814, 2.39285, -13.48763)
H (-9.13773, 4.65282, -13.27752)
H (-7.63519, 4.58745, -12.55240)
C (3.61807, -7.25644, 3.45831)
C (3.28115, -5.84776, 3.98226)
C (4.48148, -5.02610, 3.38809)
N (4.49824, -3.53901, 3.87715)
C (3.18007, -2.76977, 3.56762)
C (5.72194, -2.84825, 3.19137)
C (6.02145, -1.61127, 4.00638)
C (5.39287, -1.91338, 5.44352)
C (4.80796, -3.33307, 5.36267)
H (2.74366, -8.03415, 3.39685)
H (4.45559, -7.70058, 4.01194)
H (3.95336, -7.13263, 2.46973)
H (3.26003, -5.85687, 5.09430)
H (2.39961, -5.32889, 3.60672)
H (4.49775, -5.04103, 2.30456)
H (5.42232, -5.50194, 3.73628)
H (3.34987, -1.70930, 3.55186)
H (2.43335, -2.89668, 4.37898)
H (2.76724, -3.13268, 2.66723)
H (5.55752, -2.69539, 2.11683)
H (6.52397, -3.61569, 3.27497)
H (5.60172, -0.77816, 3.45360)
H (7.11985, -1.48450, 4.07690)
H (4.69891, -1.17675, 5.69801)
H (6.09041, -1.88089, 6.24244)
H (3.89033, -3.58245, 5.88498)
H (5.49017, -4.17488, 5.60055)
C (-9.10941, -3.56250, -1.01986)
C (-8.48428, -4.92796, -1.38459)
C (-7.62282, -5.25212, -0.17548)
N (-6.66038, -6.45041, -0.28254)
C (-5.59908, -6.14442, -1.26552)
C (-7.43855, -7.67395, -0.62167)
C (-6.71381, -8.83721, -0.01991)
C (-6.35658, -8.19273, 1.33696)
C (-5.96760, -6.69518, 1.07756)
H (-9.80790, -3.10395, -1.74907)
H (-8.35993, -2.80544, -0.92416)
H (-9.61717, -3.58446, -0.11714)
H (-7.87690, -4.79517, -2.26927)
H (-9.21990, -5.80134, -1.48102)
H (-8.24645, -5.51371, 0.61706)
H (-6.97357, -4.42366, 0.19779)
H (-5.16047, -5.24639, -0.91711)
H (-6.02366, -6.05246, -2.28700)
H (-4.98050, -7.01871, -1.23450)
H (-7.62143, -7.68095, -1.73894)
H (-8.39290, -7.65140, -0.11219)
H (-5.76363, -9.16882, -0.43023)
H (-7.31288, -9.75772, 0.19374)
H (-5.47063, -8.60522, 1.83347)
H (-7.21692, -8.19408, 2.07785)
H (-4.91155, -6.51738, 0.89804)
H (-6.34339, -6.01150, 1.76999)
C (-7.43324, 0.21394, 4.65286)
C (-5.95644, 0.48029, 4.26736)
C (-5.12738, -0.82561, 4.29218)
N (-3.62479, -0.62669, 4.35777)
C (-3.15366, 0.17231, 3.23617)
C (-2.79896, -1.97112, 4.32731)
C (-2.37091, -2.26363, 5.80479)
C (-3.11915, -1.16288, 6.65638)
C (-3.21878, -0.04555, 5.70028)
H (-7.93324, -0.31042, 3.81422)
H (-7.95930, 1.14697, 4.72457)
H (-7.49684, -0.36869, 5.57227)
H (-5.63108, 1.16142, 5.09043)
H (-5.95861, 0.91593, 3.26823)
H (-5.26398, -1.52521, 3.49051)
H (-5.29306, -1.30692, 5.22967)
H (-3.73993, 1.10590, 3.22798)
H (-3.31533, -0.43112, 2.33068)
H (-2.10649, 0.33080, 3.30915)
H (-1.98033, -1.79831, 3.65700)
H (-3.42473, -2.73120, 3.93016)
H (-1.32293, -2.01297, 5.95329)
H (-2.54121, -3.27231, 6.15460)
H (-2.44897, -0.79666, 7.51519)
H (-4.08381, -1.49249, 7.01027)
H (-2.18206, 0.24648, 5.60167)
H (-3.82465, 0.80301, 5.96445)
C (-2.52484, 0.97393, -3.22522)
C (-2.15155, 0.10452, -1.99896)
C (-0.67406, 0.29941, -1.69544)
N (0.00476, -0.26918, -0.48563)
C (0.01743, -1.72993, -0.64818)
C (-0.62928, 0.14657, 0.88098)
C (-0.03458, 1.52965, 1.17167)
C (1.15861, 1.66571, 0.27231)
C (1.38238, 0.35729, -0.37532)
H (-1.97325, 0.73486, -4.11679)
H (-2.20627, 1.94502, -2.99334)
H (-3.62710, 1.01715, -3.39723)
H (-2.31170, -0.93231, -2.21785)
H (-2.79169, 0.17849, -1.12856)
H (-0.53917, 1.40019, -1.60788)
H (0.00393, -0.02676, -2.48975)
H (-1.00479, -2.05136, -0.84894)
H (0.30677, -2.21178, 0.33034)
H (0.73110, -1.99826, -1.39065)
H (-0.31908, -0.63677, 1.56872)
H (-1.73962, 0.03747, 0.95292)
H (0.29086, 1.70835, 2.18676)
H (-0.82986, 2.28139, 0.94176)
H (2.10625, 2.03785, 0.81465)
H (1.16022, 2.48156, -0.50468)
H (1.93642, -0.27180, 0.35742)
H (1.82815, 0.35874, -1.36137)
C (12.94670, 0.90018, -4.15029)
C (11.84047, 0.63096, -3.18560)
N (12.04396, 1.27507, -1.81910)
C (13.19726, 0.69946, -1.15492)
C (12.19739, 2.82499, -2.06290)
C (12.32127, 3.70772, -0.76712)
C (10.82148, 1.01226, -0.98880)
C (9.50898, 1.73881, -1.42940)
O (9.13012, 1.10246, -2.61791)
C (7.82378, 1.49179, -3.09530)
H (12.82781, 1.94398, -4.51623)
H (12.78880, 0.22808, -5.01501)
H (13.98194, 0.96293, -3.79451)
H (11.72485, -0.43018, -2.89649)
H (10.91744, 1.00813, -3.52050)
H (14.09236, 0.98834, -1.73037)
H (13.15080, -0.34277, -1.09568)
H (13.32403, 1.05572, -0.13749)
H (11.39643, 3.09975, -2.70585)
H (13.12016, 2.85564, -2.66474)
H (13.34580, 3.51790, -0.40156)
H (11.59021, 3.61190, 0.01034)
H (12.38559, 4.76406, -1.15708)
H (11.07709, 1.27389, 0.04601)
H (10.56044, -0.06109, -1.13702)
H (9.45960, 2.85234, -1.55128)
H (8.82863, 1.40587, -0.62292)
H (7.66193, 2.56043, -3.10769)
H (7.08451, 1.01848, -2.46643)
H (7.76355, 1.07505, -4.09927)
C (4.26072, 2.11176, 5.05646)
C (4.04358, 3.62351, 4.88968)
N (2.73318, 4.04614, 4.47432)
C (2.35031, 3.49262, 3.14270)
C (1.73416, 3.56769, 5.57521)
C (2.23275, 3.87476, 6.98569)
C (2.79619, 5.55411, 4.42943)
C (1.65537, 6.35280, 3.83195)
O (1.58278, 6.05874, 2.44317)
C (1.11069, 7.15436, 1.70668)
H (3.48535, 1.64172, 5.59437)
H (5.06048, 1.93502, 5.73913)
H (4.52323, 1.53306, 4.16987)
H (4.73222, 4.10479, 4.17650)
H (4.30449, 4.14791, 5.81866)
H (1.30050, 3.67336, 2.94870)
H (2.58873, 2.41445, 3.03273)
H (2.95750, 3.99035, 2.40658)
H (1.60816, 2.47770, 5.35659)
H (0.79026, 4.08144, 5.31727)
H (2.58565, 4.94792, 7.01497)
H (3.14683, 3.35200, 7.17235)
H (1.40738, 3.70687, 7.69219)
H (3.68368, 5.84466, 3.82320)
H (3.08404, 5.96777, 5.43130)
H (1.98463, 7.41973, 3.99430)
H (0.64586, 6.33797, 4.34847)
H (0.04150, 7.15650, 1.67327)
H (1.42906, 7.06095, 0.61178)
H (1.47547, 8.14763, 2.08948)
N (0.89070, 0.09295, 4.59469)
O (0.48692, -1.04088, 4.18282)
O (1.87586, 0.67821, 4.06593)
O (0.18994, 0.70464, 5.45555)
N (-4.11430, -2.76490, 0.41266)
O (-5.24055, -3.01759, 0.97238)
O (-3.77551, -3.52946, -0.53723)
O (-3.39149, -1.83538, 0.78446)
N (5.21940, 0.56511, 0.38060)
O (4.87816, -0.60408, 0.28836)
O (4.46521, 1.39439, 0.87978)
O (6.37385, 0.85042, 0.07698)